Record 1
Density functional theory data (ωB97M-V/def2-TZVPD) for a cluster of 10 separate species, C40H45Br10N5O10 in total in a non-equilibrium geometry.

The HOMO-LUMO gap comes out at 0.3032 hartree. Its HOMO energy is -9.5 eV. The value obtained for the strongest force on any atom is 3.4 eV Å⁻¹. The calculation puts the electronic energy at -28317.05206 Eh. Its SMILES is O=[N+]([O-])c1ccccc1.O=[N+]([O-])c1ccccc1.O=[N+]([O-])c1ccccc1.O=[N+]([O-])c1ccccc1.O=[N+]([O-])c1ccccc1.BrCCBr.BrCCBr.BrCCBr.BrCCBr.BrCCBr. As for the LUMO energy: -1.29 eV.

```
110
Properties=species:S:1:pos:R:3:mulliken_charge:R:1
O 13.554 16.064 6.097 -0.6090
N 13.512 16.152 7.345 0.8691
O 13.537 17.215 7.923 -0.4275
C 13.551 14.906 8.138 0.5114
C 14.259 14.952 9.314 -0.2889
C 14.311 13.818 10.058 -0.0487
C 13.572 12.735 9.678 -1.3520
C 12.796 12.779 8.492 -0.3853
C 12.777 13.877 7.655 -0.7954
H 14.818 15.886 9.586 0.3521
H 14.949 13.696 10.920 0.7499
H 13.499 11.819 10.202 0.5845
H 12.239 11.900 8.191 0.4014
H 12.270 13.965 6.659 0.4513
O 14.594 16.248 12.972 -0.4156
N 13.548 15.639 12.709 1.3267
O 13.316 14.475 12.984 -0.6871
C 12.586 16.377 11.954 -0.4831
C 11.500 15.761 11.478 -0.1576
C 10.625 16.544 10.719 -0.6572
C 10.888 17.889 10.473 -0.5922
C 11.967 18.466 11.005 -0.9535
C 12.876 17.711 11.678 0.1932
H 11.319 14.671 11.594 0.4455
H 9.786 16.077 10.282 0.4784
H 10.210 18.403 9.853 0.5179
H 12.178 19.547 10.959 0.4266
H 13.835 18.066 11.969 0.5610
O 24.237 13.200 19.061 -0.6106
N 23.609 13.749 18.176 0.9079
O 24.166 14.516 17.393 -0.4522
C 22.226 13.429 17.952 0.2768
C 21.785 12.127 18.191 -0.1620
C 20.450 11.836 17.901 -0.6373
C 19.601 12.791 17.395 -0.2989
C 20.024 14.117 17.307 -0.5821
C 21.374 14.419 17.495 -0.4977
H 22.543 11.392 18.528 0.4488
H 20.080 10.815 18.071 0.3847
H 18.540 12.530 17.252 0.3616
H 19.414 14.946 16.982 0.4481
H 21.719 15.443 17.387 0.3638
O 20.632 14.025 14.437 -0.3694
N 19.692 13.618 13.725 1.1712
O 19.288 12.448 13.629 -0.5996
C 18.902 14.670 13.161 -0.0761
C 18.162 14.387 12.071 -0.2030
C 17.497 15.435 11.439 -0.4823
C 17.480 16.660 12.070 -0.3446
C 18.139 16.897 13.252 -1.0810
C 18.973 15.938 13.710 -0.1821
H 18.016 13.387 11.678 0.2730
H 17.038 15.356 10.451 0.6960
H 16.973 17.478 11.544 0.0345
H 18.076 17.848 13.764 0.4794
H 19.679 16.062 14.493 0.6329
O 24.023 7.340 16.002 -0.6398
N 24.741 8.259 16.250 1.0454
O 25.807 8.152 16.818 -0.6364
C 24.383 9.599 15.844 0.1623
C 25.265 10.623 16.053 -0.3709
C 24.830 11.912 15.686 -0.6143
C 23.502 12.078 15.268 0.2000
C 22.645 11.024 15.076 -0.5044
C 23.117 9.685 15.301 -0.6707
H 26.268 10.417 16.490 0.4313
H 25.373 12.767 15.855 0.5886
H 23.079 13.115 15.003 -0.0801
H 21.622 11.201 14.755 0.5430
H 22.494 8.828 15.280 0.4990
Br 16.556 19.124 9.137 -0.1563
C 14.954 19.943 8.335 -0.4016
C 15.026 20.027 6.839 -0.4368
Br 13.411 20.952 6.216 -0.1777
H 14.929 20.864 8.874 0.4996
H 14.078 19.364 8.619 0.0501
H 15.034 18.994 6.466 0.2629
H 15.912 20.505 6.385 0.4178
Br 22.246 16.035 11.598 -0.1738
C 22.931 16.039 13.360 0.1740
C 24.418 16.440 13.295 -0.6157
Br 25.218 16.164 15.010 -0.1617
H 22.789 15.050 13.760 -0.3974
H 22.378 16.743 13.937 0.3425
H 24.488 17.479 12.936 0.4109
H 24.963 15.867 12.583 0.4150
Br 11.894 13.719 17.111 -0.1654
C 13.419 14.519 16.142 0.0103
C 14.546 14.381 17.133 -0.7614
Br 16.162 14.988 16.271 -0.0468
H 13.273 15.571 15.885 -0.0849
H 13.407 13.978 15.181 0.1889
H 14.710 13.337 17.481 0.4792
H 14.316 15.004 17.988 0.4158
Br 12.266 18.376 15.583 -0.1629
C 14.148 18.765 15.331 -0.1352
C 14.950 18.535 16.575 0.1977
Br 16.856 18.842 16.354 -0.1361
H 14.082 19.788 14.958 0.4870
H 14.483 18.083 14.514 -0.2688
H 14.853 17.491 16.772 -0.3774
H 14.543 19.197 17.378 0.3962
Br 19.833 8.919 11.070 -0.1381
C 18.797 10.498 10.698 -0.6063
C 18.265 10.487 9.275 -0.4437
Br 17.536 12.221 8.839 -0.1561
H 19.393 11.398 10.915 0.2671
H 17.998 10.394 11.374 0.3682
H 17.441 9.766 9.301 0.3467
H 18.969 10.239 8.494 0.4059
```

---

Record 2
Density functional theory data (ωB97M-V/def2-TZVPD) for a structure of composition C40H45CrN7PSSb.

The HOMO-LUMO gap (alpha / beta) comes out at 0.3031 / 0.3075 hartree. Its HOMO energy (alpha / beta) is -13.0 / -13.3 eV. The spin multiplicity is 5. The value obtained for the strongest force on any atom is 0.5 eV Å⁻¹. The calculation puts the electronic energy at -3958.41202 Eh. As for the LUMO energy (alpha / beta): -4.73 / -4.96 eV. The total charge is +2. Its expectation value of S² is 6.025.

```
96
Properties=species:S:1:pos:R:3:lowdin_spin:R:1
Cr 0.116 -0.131 0.538 3.8454
N 2.692 1.719 0.786 0.0032
P 2.617 0.015 0.781 0.0128
C 4.116 -0.418 -0.129 -0.0019
C 4.050 -1.299 -1.204 0.0007
C 5.204 -1.676 -1.877 0.0001
C 6.430 -1.169 -1.477 0.0001
C 6.502 -0.280 -0.410 -0.0002
C 5.353 0.090 0.266 -0.0009
C 2.962 -0.464 2.492 0.0042
C 3.634 0.376 3.379 0.0008
C 3.870 -0.033 4.683 0.0005
C 3.446 -1.287 5.104 0.0012
C 2.792 -2.133 4.220 0.0001
C 2.544 -1.721 2.920 0.0025
C 1.610 2.525 0.495 0.0101
C 1.812 3.902 0.332 -0.0022
C 0.736 4.710 0.071 0.0082
C -0.536 4.138 -0.020 -0.0005
C -0.646 2.784 0.133 0.0121
N 0.400 1.960 0.378 0.0074
H 3.591 2.166 0.653 0.0000
H 3.090 -1.666 -1.546 0.0007
H 5.144 -2.354 -2.717 0.0000
H 7.331 -1.460 -1.998 0.0000
H 7.458 0.118 -0.100 0.0000
H 5.442 0.759 1.115 0.0000
H 3.978 1.354 3.060 0.0001
H 4.393 0.621 5.366 0.0000
H 3.628 -1.604 6.122 0.0001
H 2.470 -3.112 4.545 0.0000
H 2.029 -2.391 2.238 0.0005
H 2.811 4.306 0.413 -0.0003
H 0.875 5.774 -0.062 0.0005
H -1.416 4.731 -0.218 -0.0002
H -1.608 2.302 0.066 0.0014
C -4.247 2.261 -0.415 -0.0001
C -4.122 0.826 -0.913 -0.0070
Sb -2.621 -0.424 -0.030 -0.0026
C -2.876 -2.043 -1.422 -0.0004
C -4.005 -3.011 -1.089 -0.0005
C -3.677 -1.133 1.701 -0.0004
C -4.692 -0.128 2.235 0.0002
H -5.176 2.704 -0.774 0.0000
H -3.439 2.887 -0.791 0.0000
H -4.255 2.327 0.674 0.0000
H -3.926 0.795 -1.985 0.0000
H -5.046 0.271 -0.740 -0.0011
H -1.922 -2.563 -1.512 0.0002
H -3.063 -1.550 -2.379 0.0000
H -3.729 -3.685 -0.277 0.0000
H -4.248 -3.625 -1.956 -0.0001
H -4.922 -2.497 -0.797 -0.0001
H -2.930 -1.339 2.467 -0.0002
H -4.150 -2.073 1.420 -0.0002
H -4.198 0.765 2.621 0.0001
H -5.257 -0.570 3.056 0.0001
H -5.414 0.176 1.479 0.0000
N 3.561 -9.684 -2.870 0.0003
C 3.037 -8.769 -2.420 0.0000
C 2.385 -7.622 -1.848 0.0005
C 3.067 -6.411 -1.767 -0.0001
C 2.457 -5.313 -1.186 0.0005
C 1.163 -5.435 -0.705 -0.0001
C 0.466 -6.629 -0.798 0.0005
C 1.083 -7.728 -1.368 -0.0001
N 0.534 -4.306 -0.088 0.0062
C -0.318 -4.340 0.992 0.0009
C -0.598 -3.047 1.297 0.0097
N 0.074 -2.218 0.419 0.0134
C 0.751 -3.017 -0.387 0.0183
H 4.076 -6.337 -2.146 0.0000
H 3.003 -4.383 -1.089 0.0000
H -0.559 -6.701 -0.462 0.0000
H 0.552 -8.665 -1.452 0.0000
H -0.628 -5.260 1.451 0.0000
H -1.220 -2.664 2.085 0.0010
H 1.331 -2.702 -1.236 0.0027
N 0.920 2.483 3.619 0.0034
C -0.366 2.069 3.659 0.0111
S -0.792 0.527 3.113 0.0298
N -1.268 2.952 4.089 0.0049
C -2.655 2.699 4.344 0.0006
C -3.597 3.524 3.750 0.0002
C -4.942 3.343 4.039 0.0001
C -5.334 2.343 4.917 0.0002
C -4.380 1.528 5.512 0.0001
C -3.035 1.703 5.231 0.0007
H 1.618 1.762 3.505 0.0000
H 1.200 3.305 4.131 0.0002
H -0.948 3.889 4.297 0.0003
H -3.279 4.305 3.071 0.0000
H -5.680 3.989 3.586 0.0000
H -6.381 2.206 5.146 0.0000
H -4.683 0.762 6.212 0.0000
H -2.286 1.083 5.704 0.0002
```

---

Question: Which formula does entry 2 have?
Answer: C40H45CrN7PSSb